1.
Molecular formula: C2HCuO3
Method: DFT, wB97M-V/def2-TZVPD

The geometry in XYZ format:
```
7
Properties=species:S:1:pos:R:3:lowdin_spin:R:1
O -0.00769 -0.60330 0.15519 0.12
C -1.28063 -0.16595 0.11826 0.02
O -1.70072 0.82981 0.63618 0.06
C 1.13812 0.15044 -0.25255 0.24
O 1.00273 1.08827 -0.98429 0.40
Cu 2.75507 -0.38681 0.73041 0.14
H -1.90689 -0.91246 -0.40320 0.02
```

HOMO (spin up / spin down) = -15.690 / -15.698 eV
Gap between HOMO and LUMO (spin up / spin down) = 9.35 / 6.59 eV
2S+1 = 2
LUMO energy (spin up / spin down) = -0.23316 / -0.33454 Eh
Energy relative to the best compared isomer or geometry (same formula, charge and spin) = 45.6 kJ/mol
Net charge = +1

***

2.
Molecular formula: C5H14
Method: DFT, wB97M-V/def2-TZVPD

The geometry in XYZ format:
```
19
Properties=species:S:1:pos:R:3:mulliken_charge:R:1
C -0.18278 1.14604 1.59920 -1.22
C 1.14479 0.93322 0.89101 0.13
C 1.86291 2.25586 0.72993 -1.20
H -0.11744 1.35036 2.67529 0.35
H -0.91002 0.32426 1.64267 0.30
H -0.79436 1.96460 1.20659 0.32
H 1.73309 0.26428 1.51593 0.23
H 0.92065 0.53035 -0.09590 0.11
H 2.88108 2.16166 0.34505 0.33
H 1.31388 2.95871 0.10392 0.33
H 2.00837 2.73148 1.70584 0.31
C -1.26022 -1.86869 -2.28417 -0.82
C -1.42164 -2.39829 -0.85896 -0.68
H -0.99659 -2.70125 -2.93969 0.27
H -2.24197 -1.58799 -2.68354 0.27
H -0.58772 -1.02341 -2.36449 0.26
H -1.64339 -1.53030 -0.22751 0.11
H -0.49119 -2.81768 -0.47803 0.26
H -2.24785 -3.08802 -0.72218 0.34
```

HOMO = -11.504 eV
Gap between HOMO and LUMO = 12.62 eV
LUMO energy = 0.04089 Eh
Energy relative to the best compared isomer or geometry (same formula, charge and spin) = 26.8 kJ/mol
Net charge = 0
SMILES string = CCC.CC

***

3.
Molecular formula: C27H32Cl2FeN3O4S3
Method: DFT, wB97M-V/def2-TZVPD

The geometry in XYZ format:
```
72
Properties=species:S:1:pos:R:3:lowdin_spin:R:1
Fe -0.14424 -0.17574 0.30478 1.22
C -1.17512 2.61490 -0.08457 0.00
N 0.16415 2.00021 0.03142 -0.02
C 0.88004 2.58876 1.17991 0.00
C 0.24751 2.13576 2.47619 0.00
N 0.20362 0.66737 2.53380 0.02
C -0.84496 0.27007 3.48596 0.00
C 1.52366 0.15813 2.90966 0.00
C 1.92575 0.21667 4.23875 0.00
C 3.18440 -0.21053 4.62927 0.00
C 4.05685 -0.70986 3.67450 0.00
C 3.66218 -0.78284 2.35268 -0.01
C 2.39889 -0.34798 1.94273 -0.01
S 2.02523 -0.45373 0.22264 -0.11
C 0.85553 2.27916 -1.22730 0.00
C 1.60206 3.42478 -1.44596 0.00
C 2.16472 3.65101 -2.69405 0.00
C 1.97394 2.73658 -3.71814 0.00
C 1.22736 1.59152 -3.49954 0.00
C 0.66183 1.35611 -2.25059 -0.01
S -0.28305 -0.07584 -1.89693 -0.09
H -1.08718 3.70300 -0.16573 0.00
H -1.77951 2.36583 0.78295 0.00
H -1.65625 2.22397 -0.97973 0.00
H 0.85542 3.68203 1.12843 0.00
H 1.91875 2.25955 1.12018 0.00
H -0.77367 2.50943 2.56588 0.00
H 0.81215 2.54532 3.32253 0.00
H -0.75169 0.80315 4.43751 0.00
H -0.79231 -0.80122 3.66054 0.00
H -1.81571 0.52004 3.05728 0.00
H 1.24899 0.60674 4.98638 0.00
H 3.47578 -0.15707 5.66897 0.00
H 5.04109 -1.05695 3.96051 0.00
H 4.33162 -1.19414 1.60844 0.00
H 1.76532 4.14555 -0.65784 0.00
H 2.75865 4.53899 -2.85954 0.00
H 2.42488 2.90402 -4.68680 0.00
H 1.09688 0.85864 -4.28353 0.00
Cl -4.45910 1.91650 1.66474 0.00
C -4.11163 0.85578 0.29507 0.00
Cl -2.82878 -0.32786 0.62783 0.00
H -3.80914 1.45547 -0.55735 0.00
H -5.00698 0.27832 0.08196 0.00
C -6.67507 -1.90674 1.14697 0.00
C -5.63647 -2.72293 0.43464 0.00
C -5.07859 -3.84446 1.04494 0.00
C -4.12368 -4.60786 0.39522 0.00
C -3.70012 -4.24077 -0.87437 0.00
C -4.24323 -3.13121 -1.49816 0.00
C -5.21018 -2.38555 -0.84440 0.00
S -2.48792 -5.21814 -1.73988 0.00
O -2.45919 -6.51737 -1.12893 0.00
O -2.77611 -5.04337 -3.13158 0.00
N -1.02749 -4.53520 -1.46910 0.00
C -0.23587 -4.86791 -0.29298 0.00
C -0.58217 -4.11137 0.98989 0.00
C -0.47657 -2.61667 0.88824 0.00
O -0.14590 -1.89653 1.84788 0.03
O -0.73124 -2.02176 -0.22512 -0.02
H -7.47383 -2.53883 1.53474 0.00
H -7.12523 -1.16906 0.48339 0.00
H -6.23980 -1.37769 1.99722 0.00
H -5.41249 -4.13611 2.03308 0.00
H -3.71852 -5.50050 0.85277 0.00
H -3.93325 -2.87398 -2.50140 0.00
H -5.65692 -1.53824 -1.35076 0.00
H -0.99902 -3.54976 -1.71572 0.00
H 0.80510 -4.68167 -0.56587 0.00
H -0.34203 -5.93792 -0.12114 0.00
H 0.08709 -4.42815 1.79123 0.00
H -1.59850 -4.34357 1.31579 0.00
```

HOMO (spin up / spin down) = -7.583 / -7.576 eV
Gap between HOMO and LUMO (spin up / spin down) = 6.96 / 7.81 eV
2S+1 = 2
LUMO energy (spin up / spin down) = -0.02276 / 0.00868 Eh
Energy relative to the best compared isomer or geometry (same formula, charge and spin) = 48.7 kJ/mol
Net charge = 0

***

4.
Molecular formula: C2H6N2
Method: DFT, wB97M-V/def2-TZVPD

The geometry in XYZ format:
```
10
Properties=species:S:1:pos:R:3:mulliken_charge:R:1
H -1.59742 0.42307 -0.02875 0.22
N -1.44159 -0.54570 0.36129 -0.64
C -0.22250 -0.86546 0.39680 0.11
N 0.83506 -0.16304 -0.21043 -0.25
C 0.60503 1.22530 -0.43145 -0.84
H 0.16698 -1.81763 0.58849 0.35
H 1.75665 -0.49758 0.10778 0.24
H 1.53805 1.62065 -0.98026 0.28
H -0.36670 1.22446 -1.06813 0.27
H 0.45297 1.84922 0.53278 0.26
```

HOMO = -9.237 eV
Gap between HOMO and LUMO = 10.16 eV
LUMO energy = 0.03391 Eh
Energy relative to the best compared isomer or geometry (same formula, charge and spin) = 137.7 kJ/mol
Net charge = 0
SMILES string = [H]/N=C\NC

***

5.
Molecular formula: C36H39ClMnP2
Method: DFT, wB97M-V/def2-TZVPD

The geometry in XYZ format:
```
79
Properties=species:S:1:pos:R:3:lowdin_spin:R:1
Mn -0.31297 0.94564 -1.66831 3.31
C -1.77150 0.95060 -5.69855 0.00
C -1.85149 -0.36512 -5.47867 0.00
C -1.27192 -1.33457 -6.49120 0.00
C 0.10574 -0.98999 -7.10834 0.00
C 1.07825 -0.20421 -6.25588 0.00
C 1.11570 1.13446 -6.21012 0.00
C 0.19473 2.02646 -6.95485 0.00
C -1.27672 1.56259 -6.97487 0.00
C 1.17810 0.24050 -0.12014 -0.03
H -2.21018 1.68961 -5.03085 0.00
H -2.53720 -0.78124 -4.72434 0.00
H -1.99449 -1.50650 -7.30854 0.00
H -1.19910 -2.30505 -6.00525 0.00
H 0.58069 -1.95282 -7.36707 0.00
H -0.09045 -0.50156 -8.07135 0.00
H 1.88256 -0.82631 -5.87520 0.00
H 2.05191 1.63042 -5.91772 0.00
H 0.56670 2.14251 -7.98784 0.00
H 0.25006 3.02706 -6.51747 0.00
H -1.90260 2.40411 -7.29808 0.00
H -1.33216 0.82357 -7.77902 0.00
H 0.81695 1.05712 0.56587 -0.01
H 2.24080 0.22592 0.18272 0.00
H 0.71275 -0.68207 0.21172 0.00
P -1.51052 -0.91753 -2.27542 0.04
P 1.78901 0.01288 -1.91802 -0.03
C -0.22326 -1.36680 -3.38881 0.01
C 1.04661 -0.85242 -3.30280 -0.02
C -2.56550 -2.35722 -1.97858 0.01
C -2.93694 -3.18872 -3.04364 0.00
C -3.71252 -4.31231 -2.78706 0.00
C -4.10952 -4.63845 -1.49167 0.00
C -3.77526 -3.77957 -0.44602 0.00
C -3.00339 -2.65622 -0.67922 0.00
C -2.68172 0.51362 -2.72062 0.01
C -2.13666 1.83085 -2.83068 0.02
C -2.99895 2.94810 -2.85798 0.00
C -4.38636 2.77042 -2.78511 0.01
C -4.91735 1.47252 -2.71162 -0.01
C -4.07518 0.35347 -2.68072 0.01
C 3.31547 -0.97171 -1.63633 0.00
C 3.13867 -2.29896 -1.19749 0.00
C 4.24058 -3.12306 -0.91105 0.00
C 5.54885 -2.65298 -1.08973 0.00
C 5.72638 -1.34478 -1.55045 0.00
C 4.62648 -0.51580 -1.83496 0.00
C 2.35040 1.72185 -2.37265 0.01
C 2.47561 2.68625 -1.37116 0.01
C 2.78724 4.00122 -1.69282 0.00
C 2.99698 4.39255 -3.00896 0.00
C 2.94464 3.43111 -4.02518 0.00
C 2.67354 2.09570 -3.68641 0.00
H -0.40205 -2.22090 -4.04487 0.00
H 1.77389 -1.16582 -4.06185 0.00
H -2.61964 -2.98078 -4.06528 0.00
H -4.01217 -4.96330 -3.59861 0.00
H -4.69760 -5.53512 -1.28821 0.00
H -4.11312 -3.99985 0.55611 0.00
H -2.71076 -1.99831 0.12838 0.00
H -1.03368 2.03587 -2.89697 0.01
H -2.59479 3.96358 -2.96105 0.00
H -5.06070 3.63763 -2.82766 0.00
H -6.00546 1.33324 -2.64604 0.00
H -4.50297 -0.64006 -2.56901 0.00
H 2.13312 -2.70403 -1.03502 0.00
H 4.10036 -4.14318 -0.53344 0.00
H 6.41382 -3.29830 -0.89180 0.00
H 6.74298 -0.96387 -1.68214 0.00
H 4.79983 0.50395 -2.17785 0.00
H 2.24587 2.37977 -0.36035 0.00
H 2.84966 4.73969 -0.89851 0.00
H 3.25517 5.42064 -3.24485 0.00
H 3.12873 3.74092 -5.06371 0.00
H 2.62594 1.33344 -4.46657 0.00
Cl -1.72122 -0.00332 1.15877 -0.07
C -1.52084 1.27870 -0.01925 -0.30
H -2.54236 1.55980 -0.28464 -0.01
H -0.97249 2.06707 0.50462 -0.01
```

HOMO (spin up / spin down) = -13.807 / -13.872 eV
Gap between HOMO and LUMO (spin up / spin down) = 6.52 / 7.35 eV
2S+1 = 4
LUMO energy (spin up / spin down) = -0.26786 / -0.23963 Eh
Energy relative to the best compared isomer or geometry (same formula, charge and spin) = 76.5 kJ/mol
Net charge = +2

***

6.
Molecular formula: C4H6O
Method: DFT, wB97M-V/def2-TZVPD

The geometry in XYZ format:
```
11
Properties=species:S:1:pos:R:3:mulliken_charge:R:1
C -1.87258 -0.45485 0.20820 -0.62
C -0.93017 0.40898 0.69623 -0.35
C 0.39956 0.63537 0.02646 0.10
C 1.54246 -0.29283 0.13523 -0.36
O 0.78976 -0.22521 -1.07458 -0.40
H -1.78525 -0.93613 -0.81197 0.23
H -2.86460 -0.58840 0.69512 0.26
H -1.10147 0.93696 1.67228 0.27
H 0.63976 1.68399 -0.19310 0.34
H 1.38539 -1.16312 0.72255 0.27
H 2.57245 0.08835 0.11499 0.26
```

HOMO = -9.690 eV
Gap between HOMO and LUMO = 10.87 eV
LUMO energy = 0.04353 Eh
Energy relative to the best compared isomer or geometry (same formula, charge and spin) = 138.4 kJ/mol
Net charge = 0
SMILES string = C=C[C@H]1CO1

***

Please write out number 6 again, unchanged.
Molecular formula: C4H6O
Method: DFT, wB97M-V/def2-TZVPD

The geometry in XYZ format:
```
11
Properties=species:S:1:pos:R:3:mulliken_charge:R:1
C -1.87258 -0.45485 0.20820 -0.62
C -0.93017 0.40898 0.69623 -0.35
C 0.39956 0.63537 0.02646 0.10
C 1.54246 -0.29283 0.13523 -0.36
O 0.78976 -0.22521 -1.07458 -0.40
H -1.78525 -0.93613 -0.81197 0.23
H -2.86460 -0.58840 0.69512 0.26
H -1.10147 0.93696 1.67228 0.27
H 0.63976 1.68399 -0.19310 0.34
H 1.38539 -1.16312 0.72255 0.27
H 2.57245 0.08835 0.11499 0.26
```

HOMO = -9.690 eV
Gap between HOMO and LUMO = 10.87 eV
LUMO energy = 0.04353 Eh
Energy relative to the best compared isomer or geometry (same formula, charge and spin) = 138.4 kJ/mol
Net charge = 0
SMILES string = C=C[C@H]1CO1